Record 1
Molecular formula: C2H3N3O
Method: DFT, ωB97M-V/def2-TZVPD

XYZ file:
```
9
Properties=species:S:1:pos:R:3:forces:R:3
C -1.403068 -0.054100 0.076398 0.3 0.3 -0.2
C 0.314428 -0.008599 0.015352 -0.1 1.3 -1.0
N 0.247431 -0.964581 0.725310 -0.3 -1.6 1.2
O 2.629249 -0.402883 0.213561 -0.4 1.8 -1.3
N 2.379140 0.576196 -0.497691 -1.0 -2.0 1.5
N 1.014690 0.869878 -0.658457 0.8 0.4 -0.3
H -1.611721 0.922533 0.514642 0.2 -0.1 -0.1
H -1.613622 -0.108299 -0.992212 0.1 0.0 0.1
H -1.956531 -0.830145 0.603100 0.4 0.0 0.0
```
Positions in Å, forces in eV/Å.

## Properties
total energy = -317.31122 Ha
energy above the lowest of the compared OMol25 structures with the same formula, charge and spin = 138.7 kcal per mole
molar mass = 85.07 g/mol
maximum force = 2.7 eV Å⁻¹

Record 2
Molecular formula: C2H3N3O
Method: DFT, ωB97M-V/def2-TZVPD

XYZ file:
```
9
Properties=species:S:1:pos:R:3:forces:R:3
N 1.749555 0.922630 -0.147370 0.1 -0.3 1.8
N 1.641003 0.638088 0.939752 0.2 0.5 -1.6
O 1.488559 0.323469 2.063611 0.2 0.1 0.0
C -0.891733 -0.682518 0.920415 -0.1 -0.1 -0.3
C -0.728496 -0.428262 -0.244925 -0.3 -0.1 0.1
N -0.665199 -0.223410 -1.587321 0.0 0.0 0.2
H -1.034417 -0.933774 1.947065 0.1 0.1 -0.2
H 0.021023 0.444396 -1.915537 -0.1 -0.1 0.2
H -1.580295 -0.060619 -1.975690 0.0 0.0 -0.2
```
Positions in Å, forces in eV/Å.

## Properties
total energy = -317.38295 Ha
energy above the lowest of the compared OMol25 structures with the same formula, charge and spin = 93.7 kcal per mole
molar mass = 85.07 g/mol
maximum force = 1.8 eV Å⁻¹

Record 3
Molecular formula: C2H3N3O
Method: DFT, ωB97M-V/def2-TZVPD

XYZ file:
```
9
Properties=species:S:1:pos:R:3:forces:R:3
C -0.330897 1.123835 0.034110 -2.7 1.9 0.5
C -1.594948 0.333972 -0.042496 5.9 2.2 0.7
H 2.455184 -0.681508 0.517499 -3.4 3.8 -2.7
H -0.213516 2.282928 0.320120 0.3 -3.2 -1.1
H -2.545667 0.751337 -0.188097 -1.2 -0.1 0.2
N 0.564575 0.129240 0.019213 1.8 2.9 0.6
N -1.174812 -0.898003 0.034398 -1.1 -3.5 -0.8
N 0.172340 -1.035450 -0.000413 -5.5 -2.7 0.4
O 1.865543 0.191236 -0.121449 6.0 -1.2 2.3
```
Positions in Å, forces in eV/Å.

## Properties
total energy = -317.33463 Ha
energy above the lowest of the compared OMol25 structures with the same formula, charge and spin = 124.0 kcal per mole
molar mass = 85.07 g/mol
maximum force = 6.5 eV Å⁻¹

Record 4
Molecular formula: C2H3N3O
Method: DFT, ωB97M-V/def2-TZVPD

XYZ file:
```
9
Properties=species:S:1:pos:R:3:forces:R:3
O 0.749795 -1.683811 -0.729449 -0.3 -0.1 -0.3
C 0.230747 -0.509535 -0.394247 0.5 0.6 -1.2
N -0.424665 0.316909 -1.142693 0.7 -0.2 -0.4
N -0.611689 1.452384 -0.365940 0.2 0.3 0.4
C -0.146145 1.207965 0.813973 -0.7 0.1 -0.2
N 0.358249 -0.107548 0.943389 -0.8 -0.8 -0.4
H 0.501214 -1.828112 -1.652880 0.0 -0.2 -0.1
H -0.135001 1.924142 1.627986 -0.1 -0.3 -0.1
H -0.509591 -0.747844 0.959547 0.5 0.5 2.2
```
Positions in Å, forces in eV/Å.

## Properties
total energy = -317.45178 Ha
energy above the lowest of the compared OMol25 structures with the same formula, charge and spin = 50.5 kcal per mole
molar mass = 85.07 g/mol
maximum force = 2.4 eV Å⁻¹

Record 5
Molecular formula: C2H3N3O
Method: DFT, ωB97M-V/def2-TZVPD

XYZ file:
```
9
Properties=species:S:1:pos:R:3:forces:R:3
C 1.065698 -0.551660 -0.758244 -4.3 3.3 4.3
C -0.318982 0.238408 0.362956 3.8 -2.8 -3.2
N 0.364004 0.328064 1.459461 0.3 0.4 -1.9
N 1.631463 0.072650 1.349552 0.9 -0.3 1.8
N -1.599197 0.366401 -0.079835 -0.8 0.5 0.1
O 2.018185 -0.567139 0.089950 -1.5 0.5 -0.4
H 0.770074 -1.175476 -1.549219 0.6 -0.9 -1.0
H -1.626715 0.219618 -1.072159 -0.2 -0.1 -0.1
H -2.304531 1.069134 0.197539 1.2 -0.4 0.3
```
Positions in Å, forces in eV/Å.

## Properties
total energy = -317.31550 Ha
energy above the lowest of the compared OMol25 structures with the same formula, charge and spin = 136.1 kcal per mole
molar mass = 85.07 g/mol
maximum force = 6.9 eV Å⁻¹

Record 6
Molecular formula: C2H3N3O
Method: DFT, ωB97M-V/def2-TZVPD

XYZ file:
```
9
Properties=species:S:1:pos:R:3:forces:R:3
O -1.328048 0.667931 1.659424 0.0 0.0 0.0
C -0.516869 0.252289 0.663955 0.0 -0.1 -0.1
N 0.654706 0.880032 0.386493 -0.1 -0.2 0.0
C 1.160296 0.124844 -0.563290 0.0 -0.1 -0.1
N 0.323653 -0.889208 -0.840143 0.2 0.0 -0.1
N -0.769465 -0.826947 -0.051114 0.1 0.3 0.2
H -2.065497 1.170134 1.297938 0.0 0.0 0.0
H 2.108694 0.272250 -1.062621 -0.1 0.0 0.0
H 0.432529 -1.651326 -1.490643 0.0 0.1 0.1
```
Positions in Å, forces in eV/Å.

## Properties
total energy = -317.51389 Ha
energy above the lowest of the compared OMol25 structures with the same formula, charge and spin = 11.6 kcal per mole
molar mass = 85.07 g/mol
maximum force = 0.3 eV Å⁻¹

Record 7
Molecular formula: C2H3N3O
Method: DFT, ωB97M-V/def2-TZVPD

XYZ file:
```
9
Properties=species:S:1:pos:R:3:forces:R:3
O 0.918177 -0.623077 -1.863197 0.4 -0.8 -0.7
N 0.610299 -0.292906 -0.745586 -1.8 -0.1 -0.2
N 1.287512 0.411177 0.031824 2.5 1.6 0.2
C 0.455908 0.783758 1.052104 -0.7 1.5 3.5
N -0.699598 0.219185 1.065374 -1.0 0.2 -0.2
C -0.792668 -0.473113 -0.173423 0.2 -2.3 -1.5
H 0.740260 1.640583 1.974318 -0.5 -3.0 -3.2
H -1.107290 -1.594007 -0.361084 0.9 1.8 1.5
H -1.412599 -0.071600 -0.980331 -0.2 0.9 0.5
```
Positions in Å, forces in eV/Å.

## Properties
total energy = -317.38289 Ha
energy above the lowest of the compared OMol25 structures with the same formula, charge and spin = 93.8 kcal per mole
molar mass = 85.07 g/mol
maximum force = 4.4 eV Å⁻¹

Record 8
Molecular formula: C2H3N3O
Method: DFT, ωB97M-V/def2-TZVPD

XYZ file:
```
9
Properties=species:S:1:pos:R:3:forces:R:3
N 0.028695 1.104739 0.840728 4.9 -2.2 -1.1
C -0.507539 0.183247 -0.076041 -7.3 1.2 -0.5
N -0.645074 -1.154652 0.313238 0.9 0.3 0.0
C 1.281663 0.286927 -0.301401 0.7 2.5 2.6
O -1.407838 0.699615 -0.789491 1.6 -1.5 -0.3
N 2.376547 0.212178 -0.663940 -0.4 -0.4 -0.4
H 0.143573 2.000075 0.361400 -0.5 0.0 -0.3
H 0.186020 -1.719723 0.391229 -0.1 -0.1 0.1
H -1.456048 -1.612406 -0.075721 0.2 0.2 -0.3
```
Positions in Å, forces in eV/Å.

## Properties
total energy = -317.35344 Ha
energy above the lowest of the compared OMol25 structures with the same formula, charge and spin = 112.2 kcal per mole
molar mass = 85.07 g/mol
maximum force = 7.4 eV Å⁻¹

Record 9
Molecular formula: C2H3N3O2
Method: DFT, ωB97M-V/def2-TZVPD

XYZ file:
```
10
Properties=species:S:1:pos:R:3:forces:R:3
H -2.414654 -1.115408 -0.252931 0.2 2.6 1.1
N -2.388556 -0.058121 0.054536 1.5 -1.0 -1.5
C -1.158045 0.356856 -0.051691 -4.2 0.1 0.9
N -0.071814 -0.373472 -0.128340 8.3 -5.4 2.4
C 1.079983 0.414579 0.154267 -0.9 1.5 -4.1
O 2.317438 -0.070793 -0.111883 -1.5 -3.9 2.1
N 0.864112 1.673380 0.017328 -3.0 -0.4 1.0
O -0.729125 1.634294 -0.086450 1.7 0.8 0.4
H 0.318379 -1.355862 0.304778 -3.4 2.4 -1.4
H 2.182286 -1.105451 0.100389 1.3 3.3 -0.8
```
Positions in Å, forces in eV/Å.

## Properties
total energy = -392.62816 Ha
energy above the lowest of the compared OMol25 structures with the same formula, charge and spin = 103.8 kcal per mole
molar mass = 101.06 g/mol
maximum force = 10.2 eV Å⁻¹

Record 10
Molecular formula: C2H3N3O2
Method: DFT, ωB97M-V/def2-TZVPD

XYZ file:
```
10
Properties=species:S:1:pos:R:3:forces:R:3
N -1.657641 -0.507371 0.213416 -0.2 0.1 -1.3
N -0.509817 -0.066759 -0.449717 -0.5 0.1 0.3
C -0.003810 1.178824 -0.131583 0.8 -0.3 0.0
N 1.282985 1.202968 0.025060 -0.6 -0.1 -0.2
C 1.715572 -0.133940 -0.066730 0.8 -1.3 0.3
O 2.797569 -0.659456 0.066927 -1.7 1.3 -0.3
O 0.582892 -0.946876 -0.327651 0.4 0.4 0.1
H -2.135768 -1.233828 -0.340142 0.6 0.6 0.3
H -1.398692 -0.879521 1.102563 0.1 -0.3 0.8
H -0.673293 2.045959 -0.092145 0.3 -0.5 0.1
```
Positions in Å, forces in eV/Å.

## Properties
total energy = -392.69510 Ha
energy above the lowest of the compared OMol25 structures with the same formula, charge and spin = 61.8 kcal per mole
molar mass = 101.06 g/mol
maximum force = 2.2 eV Å⁻¹

Record 11
Molecular formula: C2H3N3O2
Method: DFT, ωB97M-V/def2-TZVPD

XYZ file:
```
10
Properties=species:S:1:pos:R:3:forces:R:3
H -1.353395 1.795628 -0.665522 -1.2 1.0 1.1
N -0.710795 1.425716 -1.309567 1.7 -2.3 0.0
C -0.036214 0.527803 -0.687283 0.0 1.6 -2.8
N 0.929202 -0.304761 -1.299657 0.7 -1.0 1.3
C 1.315837 -1.088661 -0.343475 -1.6 1.0 -0.4
O 0.712230 -0.871261 0.866226 1.8 -0.9 -0.3
N -0.042812 0.286819 0.695310 -1.1 -0.5 1.3
O -1.322083 -0.123924 1.088637 -0.7 1.6 2.1
H 1.963244 -1.961829 -0.346008 0.1 0.4 -0.2
H -1.455214 0.314471 2.001339 0.3 -1.0 -2.1
```
Positions in Å, forces in eV/Å.

## Properties
total energy = -392.63469 Ha
energy above the lowest of the compared OMol25 structures with the same formula, charge and spin = 99.7 kcal per mole
molar mass = 101.06 g/mol
maximum force = 3.3 eV Å⁻¹

Record 12
Molecular formula: C2H3N3O2
Method: DFT, ωB97M-V/def2-TZVPD

XYZ file:
```
10
Properties=species:S:1:pos:R:3:forces:R:3
O 0.206443 -1.720644 0.587868 2.4 -0.6 1.7
C 0.336428 -0.429915 0.223274 1.7 -0.3 -0.4
C 1.354912 0.469369 -0.136704 -1.8 0.2 -0.9
N 0.690353 1.565011 -0.792745 2.8 -2.2 2.2
N -0.533068 1.325537 -0.668724 -3.5 2.1 -1.5
N -0.779511 0.167974 -0.146949 -1.3 -0.1 0.7
O -2.082740 -0.216438 0.227440 -0.4 2.4 -2.2
H 1.049975 -2.004513 1.072565 -1.8 0.5 -1.1
H 2.418110 0.376251 -0.030432 0.1 0.0 -0.1
H -2.660903 0.467367 -0.335594 1.8 -2.0 1.6
```
Positions in Å, forces in eV/Å.

## Properties
total energy = -392.63250 Ha
energy above the lowest of the compared OMol25 structures with the same formula, charge and spin = 101.1 kcal per mole
molar mass = 101.06 g/mol
maximum force = 4.3 eV Å⁻¹